{"formula": "C4H12O2", "method": "ωB97M-V/def2-TZVPD", "total_charge": 0, "homo_lumo_gap_ha": 0.4001, "e_above_lowest_kcal_mol": 46.10, "homo_ev": -10.07, "elements": ["C", "O", "H", "H", "H", "H", "C", "C", "C", "O", "H", "H", "H", "H", "H", "H", "H", "H"], "coordinates": [[0.83, 1.02, -2.69], [1.39, -0.11, -3.41], [0.92, -0.95, -3.28], [0.86, 1.13, -1.65], [-0.33, 1.06, -2.94], [1.38, 1.83, -3.14], [-0.21, -0.16, 1.02], [-0.98, 0.72, 2.10], [0.59, -1.41, 1.53], [-1.10, -0.72, -0.02], [0.30, 0.45, 0.28], [-1.09, 1.69, 1.68], [0.04, -2.23, 1.21], [1.56, -1.39, 1.20], [0.45, -1.46, 2.63], [-2.09, -0.81, 0.19], [-0.52, 0.97, 3.07], [-1.99, 0.38, 2.23]]}

{"formula": "C2H4CdO", "method": "ωB97M-V/def2-TZVPD", "total_charge": 2, "homo_lumo_gap_ha": [0.1722, 0.1479], "homo_ev": [-18.41, -17.91], "elements": ["O", "Cd", "C", "C", "H", "H", "H", "H"], "coordinates": [[-1.12, 1.01, 0.33], [-2.22, 2.18, 1.39], [-0.33, 0.12, 0.26], [0.13, -1.06, -0.13], [-0.30, -1.48, -1.05], [0.64, -1.66, 0.62], [1.47, 0.83, -0.58], [1.74, 0.06, -0.84]]}

{"formula": "C30H70N10O14SZn", "method": "ωB97M-V/def2-TZVPD", "total_charge": 1, "homo_lumo_gap_ha": [0.3013, 0.1131], "homo_ev": [-10.62, -10.62], "spin_multiplicity": 2, "elements": ["Zn", "S", "O", "O", "O", "O", "C", "C", "O", "N", "C", "H", "H", "H", "H", "H", "H", "H", "C", "C", "O", "N", "C", "H", "H", "H", "H", "H", "H", "H", "C", "C", "O", "N", "C", "H", "H", "H", "H", "H", "H", "H", "C", "C", "O", "N", "C", "H", "H", "H", "H", "H", "H", "H", "C", "C", "O", "N", "C", "H", "H", "H", "H", "H", "H", "H", "C", "C", "O", "N", "C", "H", "H", "H", "H", "H", "H", "H", "C", "C", "O", "N", "C", "H", "H", "H", "H", "H", "H", "H", "C", "C", "O", "N", "C", "H", "H", "H", "H", "H", "H", "H", "C", "C", "O", "N", "C", "H", "H", "H", "H", "H", "H", "H", "C", "C", "O", "N", "C", "H", "H", "H", "H", "H", "H", "H"], "coordinates": [[-16.62, 3.37, 11.95], [-15.33, 5.06, 13.36], [-14.94, 3.78, 12.88], [-15.22, 5.17, 14.80], [-14.56, 6.04, 12.62], [-16.71, 5.06, 12.88], [-15.35, -0.54, 12.25], [-15.40, 0.50, 11.16], [-15.94, 1.59, 11.32], [-14.82, 0.17, 9.98], [-14.82, 1.09, 8.84], [-14.83, -0.25, 13.16], [-14.96, -1.53, 12.00], [-16.38, -0.78, 12.54], [-14.50, -0.76, 9.77], [-14.32, 2.06, 8.90], [-15.87, 1.31, 8.61], [-14.39, 0.69, 7.92], [-11.41, 4.11, 14.02], [-11.24, 3.80, 12.52], [-10.15, 3.79, 12.02], [-12.41, 3.55, 11.91], [-12.58, 3.37, 10.52], [-10.40, 4.34, 14.35], [-11.80, 3.22, 14.51], [-12.02, 4.98, 14.28], [-13.30, 3.64, 12.38], [-13.19, 4.15, 10.05], [-12.98, 2.36, 10.42], [-11.61, 3.30, 10.02], [-9.46, 8.48, 11.00], [-10.19, 7.94, 12.27], [-9.73, 8.10, 13.41], [-11.39, 7.39, 12.13], [-11.88, 6.92, 10.85], [-9.96, 9.21, 10.37], [-9.11, 7.69, 10.34], [-8.54, 9.02, 11.23], [-11.95, 7.23, 12.96], [-11.22, 6.21, 10.36], [-12.23, 7.67, 10.14], [-12.68, 6.20, 11.03], [-20.67, 4.26, 11.11], [-19.47, 3.43, 10.55], [-18.46, 3.31, 11.20], [-19.71, 2.84, 9.36], [-18.78, 2.06, 8.59], [-20.60, 4.55, 12.15], [-21.61, 3.77, 10.86], [-20.77, 5.18, 10.53], [-20.62, 2.92, 8.94], [-17.84, 2.61, 8.48], [-19.18, 1.96, 7.58], [-18.61, 1.07, 9.01], [-14.89, 9.45, 12.22], [-14.15, 9.49, 13.53], [-14.05, 10.61, 14.06], [-13.69, 8.33, 14.00], [-12.96, 8.05, 15.21], [-14.33, 8.84, 11.51], [-15.03, 10.43, 11.75], [-15.86, 9.00, 12.45], [-14.00, 7.53, 13.47], [-12.67, 8.97, 15.73], [-12.05, 7.48, 15.07], [-13.65, 7.53, 15.87], [-17.58, 7.44, 14.96], [-17.39, 7.22, 16.47], [-17.96, 7.86, 17.36], [-16.38, 6.39, 16.74], [-16.02, 6.01, 18.11], [-18.39, 8.15, 14.79], [-17.94, 6.50, 14.54], [-16.67, 7.77, 14.45], [-16.08, 5.84, 15.95], [-15.59, 6.85, 18.66], [-15.33, 5.17, 18.22], [-16.94, 5.77, 18.65], [-14.54, 1.80, 15.71], [-13.46, 2.53, 16.55], [-12.73, 1.92, 17.32], [-13.42, 3.84, 16.48], [-12.55, 4.75, 17.31], [-14.21, 0.84, 15.32], [-14.93, 2.36, 14.87], [-15.45, 1.65, 16.28], [-13.99, 4.27, 15.77], [-13.16, 5.61, 17.57], [-11.62, 5.00, 16.79], [-12.28, 4.22, 18.23], [-16.34, 4.84, 7.93], [-15.99, 5.05, 9.38], [-16.12, 4.11, 10.19], [-15.47, 6.16, 9.84], [-15.31, 7.43, 9.16], [-15.89, 3.88, 7.65], [-15.79, 5.60, 7.38], [-17.41, 4.93, 7.73], [-15.21, 6.17, 10.82], [-14.28, 7.69, 8.90], [-15.72, 8.23, 9.77], [-15.88, 7.56, 8.24], [-18.41, 7.48, 11.39], [-19.11, 7.72, 10.04], [-19.35, 6.83, 9.25], [-19.30, 9.04, 9.73], [-20.15, 9.47, 8.57], [-19.02, 6.94, 12.12], [-17.99, 8.39, 11.81], [-17.55, 6.85, 11.18], [-19.02, 9.79, 10.34], [-20.54, 10.45, 8.81], [-20.95, 8.77, 8.32], [-19.56, 9.55, 7.65], [-18.07, 3.30, 15.62], [-18.18, 2.39, 14.42], [-17.30, 2.42, 13.53], [-19.27, 1.61, 14.36], [-19.54, 0.66, 13.25], [-18.42, 2.81, 16.52], [-18.60, 4.25, 15.58], [-17.02, 3.50, 15.85], [-20.01, 1.78, 15.03], [-20.08, -0.25, 13.53], [-18.64, 0.22, 12.82], [-20.04, 1.12, 12.40]]}

{"formula": "CHCl2F2P", "method": "ωB97M-V/def2-TZVPD", "total_charge": 0, "homo_lumo_gap_ha": [0.2973, 0.2975], "e_above_lowest_kcal_mol": 93.26, "homo_ev": [-10.95, -10.95], "elements": ["C", "F", "F", "P", "Cl", "Cl", "H"], "coordinates": [[-0.61, 0.13, -0.10], [1.05, -1.85, -0.72], [1.49, -0.07, 1.51], [1.19, 0.61, 0.11], [-0.79, 0.89, -1.71], [-1.48, 1.15, 0.99], [-0.84, -0.85, -0.07]]}

{"formula": "C25H58NO16P3", "method": "ωB97M-V/def2-TZVPD", "total_charge": 0, "homo_lumo_gap_ha": 0.2788, "homo_ev": -9.31, "elements": ["N", "C", "C", "O", "C", "C", "C", "O", "C", "O", "C", "O", "H", "H", "H", "H", "H", "H", "H", "H", "H", "H", "H", "H", "H", "O", "P", "O", "C", "C", "O", "C", "C", "O", "C", "C", "H", "H", "H", "H", "H", "H", "H", "H", "H", "H", "H", "H", "H", "H", "H", "O", "P", "O", "C", "C", "O", "C", "C", "O", "C", "C", "H", "H", "H", "H", "H", "H", "H", "H", "H", "H", "H", "H", "H", "H", "H", "O", "P", "O", "C", "C", "O", "C", "C", "O", "C", "C", "H", "H", "H", "H", "H", "H", "H", "H", "H", "H", "H", "H", "H", "H", "H"], "coordinates": [[5.39, 4.28, -1.61], [5.19, 3.32, -2.75], [4.50, 1.96, -2.25], [4.21, 1.14, -3.43], [3.19, 2.26, -1.37], [1.96, 2.70, -2.29], [0.50, 2.06, -1.99], [-0.56, 3.03, -2.34], [0.14, 4.02, -3.13], [-0.16, 4.51, -4.22], [1.46, 4.25, -2.22], [2.45, 5.18, -2.74], [5.65, 3.71, -0.79], [6.14, 4.95, -1.86], [4.61, 3.87, -3.56], [6.19, 3.00, -3.24], [5.26, 1.35, -1.63], [4.79, 0.35, -3.40], [3.39, 3.00, -0.53], [2.93, 1.26, -0.85], [2.12, 2.59, -3.42], [0.34, 1.28, -2.83], [0.43, 1.55, -0.97], [1.22, 4.51, -1.12], [2.23, 5.42, -3.66], [0.64, -1.76, -0.12], [0.82, -3.23, -0.53], [0.68, -2.96, -2.16], [1.79, -2.41, -2.86], [2.88, -3.45, -3.05], [-0.78, -3.59, -0.27], [-1.51, -2.96, 0.78], [-2.41, -1.88, 0.21], [1.03, -4.87, -0.94], [0.37, -5.91, -0.21], [-0.80, -6.43, -1.02], [2.17, -1.53, -2.34], [1.42, -2.09, -3.84], [3.33, -3.71, -2.09], [3.67, -3.06, -3.70], [2.48, -4.36, -3.49], [-0.84, -2.56, 1.55], [-2.12, -3.73, 1.26], [-1.84, -1.16, -0.39], [-2.93, -1.35, 1.00], [-3.15, -2.33, -0.47], [0.06, -5.56, 0.78], [1.09, -6.72, -0.06], [-1.52, -5.65, -1.25], [-1.32, -7.23, -0.48], [-0.45, -6.82, -1.98], [-5.93, -3.49, 0.19], [-7.38, -3.41, -0.27], [-7.94, -4.72, 0.58], [-8.15, -4.58, 1.98], [-9.40, -3.76, 2.27], [-7.10, -4.22, -1.70], [-5.86, -4.09, -2.38], [-5.01, -5.32, -2.14], [-9.00, -3.17, -0.79], [-9.29, -2.86, -2.15], [-9.85, -4.09, -2.85], [-7.27, -4.13, 2.45], [-8.27, -5.58, 2.39], [-9.25, -2.72, 1.95], [-9.62, -3.76, 3.34], [-10.25, -4.15, 1.72], [-5.34, -3.18, -2.08], [-6.07, -4.00, -3.45], [-4.87, -5.51, -1.07], [-4.03, -5.22, -2.61], [-5.50, -6.21, -2.55], [-8.43, -2.45, -2.67], [-10.06, -2.08, -2.15], [-9.14, -4.92, -2.82], [-10.09, -3.87, -3.89], [-10.75, -4.44, -2.34], [6.77, 4.72, 2.82], [5.33, 4.49, 3.28], [4.76, 6.01, 2.96], [4.50, 6.37, 1.61], [3.23, 5.70, 1.10], [5.67, 4.73, 4.89], [6.94, 4.37, 5.43], [7.80, 5.60, 5.61], [3.73, 4.08, 3.75], [3.48, 3.30, 4.92], [2.97, 4.21, 6.02], [5.36, 6.12, 0.98], [4.37, 7.45, 1.58], [3.38, 4.62, 1.03], [2.98, 6.08, 0.11], [2.40, 5.88, 1.78], [7.44, 3.62, 4.81], [6.76, 3.90, 6.40], [7.90, 6.16, 4.68], [8.79, 5.34, 5.97], [7.33, 6.28, 6.34], [4.36, 2.73, 5.22], [2.70, 2.57, 4.67], [3.69, 4.99, 6.27], [2.76, 3.64, 6.93], [2.06, 4.72, 5.71]]}

{"formula": "C9H13N3", "method": "ωB97M-V/def2-TZVPD", "total_charge": 2, "homo_lumo_gap_ha": [0.2295, 0.2400], "e_above_lowest_kcal_mol": 98.18, "homo_ev": [-16.61, -16.60], "elements": ["C", "C", "C", "C", "C", "C", "C", "C", "C", "N", "N", "N", "H", "H", "H", "H", "H", "H", "H", "H", "H", "H", "H", "H", "H"], "coordinates": [[-2.82, -1.45, 1.67], [-1.50, -2.04, 1.76], [-2.92, -0.34, 0.80], [-0.57, -1.57, 0.88], [-1.85, 0.14, 0.00], [-0.59, -0.46, 0.12], [0.57, -0.13, -0.71], [2.16, 3.39, -0.20], [1.35, -1.15, -1.34], [1.78, 2.21, -0.97], [1.04, 1.21, -0.52], [0.83, -2.34, -1.38], [-3.62, -1.77, 2.30], [-1.48, -2.86, 2.40], [-3.80, 0.18, 0.83], [0.30, -2.22, 0.79], [-1.97, 1.12, -0.37], [3.09, 3.81, -0.50], [1.33, 4.07, -0.19], [2.27, 3.20, 0.81], [2.33, -1.01, -1.77], [0.45, 1.53, 0.29], [2.28, 2.04, -1.87], [-0.14, -2.49, -1.26], [1.48, -3.06, -1.57]]}